1.
Entry from the OMol25 dataset: a cluster of 13 separate species, C23H62Cl14O20P4 in total (ωB97M-V with the def2-TZVPD basis set).

The HOMO energy is -9.900 eV. For the energy above the lowest of the compared OMol25 structures with the same formula, charge and spin, the calculation gives 55.7 kcal per mole. The value obtained for the LUMO energy is -0.03 eV. For the total energy, the calculation gives -278281.95978 eV. The HOMO-LUMO gap comes out at 9.87 eV.

```
! RIJCOSX wB97M-V def2-TZVPD def2/J DEFGRID3
* xyz 0 1
C 4.220 1.297 0.268
O -3.946 -2.149 0.615
H -0.323 -1.225 0.079
H 8.690 -3.463 3.169
H 4.072 4.640 1.594
H -2.285 -4.651 4.114
C 4.072 4.906 3.473
H -0.402 4.354 1.728
C 5.855 -7.027 2.662
Cl 1.531 -2.814 3.535
C -4.900 -1.867 -0.357
H 0.008 -4.261 -3.556
Cl -3.060 2.972 3.853
H 5.759 -6.657 1.641
H 7.958 -4.341 4.402
H -2.655 -5.949 0.791
O -1.481 1.841 -0.180
H 0.736 -0.670 3.442
Cl -6.071 1.529 1.142
C -3.031 -5.024 0.354
H -2.136 2.132 -4.287
O -5.629 -2.811 2.490
C -2.386 1.083 -0.864
H -2.756 0.329 -0.169
H 0.934 3.483 2.454
H 5.407 4.097 4.925
P -4.573 -0.257 -4.482
H 1.101 5.904 2.407
O 4.988 -3.767 4.560
P 5.359 -4.475 3.347
H 8.377 -5.149 2.822
C 4.953 3.787 3.983
H -4.003 -4.502 4.108
O 3.435 4.501 2.298
O -2.994 -3.191 2.715
H -7.404 0.369 -0.448
H -6.778 -0.453 -7.098
O 6.726 -3.974 2.651
H -3.026 0.857 5.050
O 0.574 1.684 -1.781
C -5.769 -0.662 -6.742
H 3.062 -2.713 1.427
Cl 1.780 -4.332 -1.885
Cl 3.830 -0.002 -0.898
H -5.992 1.260 -1.200
C -2.508 -1.881 -4.189
C 4.079 -3.105 1.425
O -5.432 -0.782 -3.362
H -3.572 2.658 -5.170
H 2.094 1.508 -6.792
H 4.350 2.892 4.132
Cl -7.855 2.693 -0.662
O 5.600 -6.080 3.655
H -1.930 0.510 -1.671
C 7.968 -4.267 3.314
H -1.739 5.115 -0.520
H -5.101 -0.611 -7.602
H 3.231 5.192 4.103
H 5.653 3.020 2.319
C 0.080 -4.497 -2.494
H -5.877 -1.750 0.113
H 1.119 -0.826 -0.843
Cl 0.589 5.775 -0.870
C -1.104 5.550 -1.291
O 0.705 3.090 0.468
O 4.273 -4.328 2.157
H -2.220 -4.299 0.426
Cl -0.970 -3.284 -1.757
C -2.982 1.788 -4.883
Cl -1.369 4.577 -2.746
Cl 0.266 -1.366 5.715
H -4.100 0.940 3.604
H -2.332 -2.917 -4.478
O -4.282 -4.582 0.975
H 4.251 -3.411 0.393
C 1.850 3.269 -6.062
H 3.577 2.139 0.012
O 6.029 3.422 3.106
O -5.370 0.326 -5.806
C 1.278 -1.207 4.220
H -0.069 7.263 2.043
O 1.835 2.358 -7.155
C -3.088 -3.942 3.913
H 0.012 2.494 -5.232
Cl 3.870 0.866 1.934
H -0.347 -5.482 -2.306
H 2.237 -0.778 4.510
C 0.663 -0.765 0.145
H -2.957 -3.246 4.742
H -1.510 6.522 -1.572
H -5.691 -1.685 -6.373
H 1.383 4.188 -6.415
H 2.871 3.505 -5.761
H -4.753 -2.623 -1.129
Cl 0.483 7.291 4.404
H 0.882 3.549 -4.223
H -3.189 -5.336 -0.678
O -3.462 -1.256 -5.054
P 0.133 1.807 -0.375
C -3.131 1.211 4.024
H -1.538 -1.391 -4.277
H -2.791 -1.848 -3.137
O 0.463 0.552 0.609
H 4.625 5.812 3.224
C 0.802 6.933 2.609
C -6.781 1.263 -0.448
Cl 2.221 7.853 2.068
C 0.134 3.405 1.718
H 5.226 1.667 0.074
Cl -1.715 0.365 3.213
O -3.681 1.029 -3.937
H 1.151 -1.402 0.883
H 1.439 1.560 -3.442
H 6.889 -7.279 2.899
H 4.822 -2.336 1.635
H 5.322 -7.949 2.894
H -2.571 1.194 -5.699
H -3.230 1.713 -1.144
H -4.893 -0.882 -0.823
H -0.532 2.625 2.088
P -4.342 -3.171 1.762
O 1.701 1.689 -4.357
C 1.034 2.748 -4.947
*
```

***

2.
Entry from the OMol25 dataset: a structure of composition C23H62F6N5O12S2Sr (ωB97M-V with the def2-TZVPD basis set).

The HOMO energy is -10.898 eV. The value obtained for the LUMO energy is -5.12 eV. For the total energy, the calculation gives -95674.02619 eV. The HOMO-LUMO gap comes out at 5.77 eV.

```
! RIJCOSX wB97M-V def2-TZVPD def2/J DEFGRID3
* xyz 1 1
H -15.236 29.337 -2.164
C -9.961 21.737 -4.492
F -14.421 25.907 2.231
H -9.492 19.094 -3.892
H -18.981 16.651 -4.228
H -19.090 19.849 3.937
H -20.529 15.844 -3.951
H -8.828 23.731 -5.637
O -8.231 28.955 -3.029
C -19.858 21.650 4.304
C -10.555 19.320 -3.806
H -17.258 28.068 -2.885
H -18.829 21.969 4.476
H -7.873 23.441 -4.323
H -7.611 28.251 -2.827
H -15.959 18.982 2.971
O -14.747 22.545 1.612
H -12.081 24.864 6.708
F -16.219 25.810 0.925
H -0.965 26.290 1.737
O -11.245 22.771 0.978
H -19.564 18.847 -1.416
H -16.704 27.124 -4.241
C -10.949 25.450 1.686
H -21.209 20.141 -2.068
H -19.282 19.085 -4.362
N -12.246 21.249 -3.921
Sr -13.212 24.547 -3.329
C -20.283 20.123 -2.642
N -19.209 19.710 -1.803
H -13.108 30.610 -1.317
H -5.774 27.361 1.056
C -3.132 26.662 0.341
H -10.579 20.992 -2.612
H -20.471 21.587 5.203
H -11.561 23.072 7.077
C -8.880 23.791 -4.550
H -18.873 21.658 -3.463
H -7.764 28.816 -5.001
H -13.284 28.192 -1.144
H -11.439 28.056 -2.824
C -16.748 17.774 5.782
C -1.838 26.726 2.222
H -10.983 19.076 -4.778
H -1.529 27.414 3.009
C -12.529 29.947 -1.961
S -12.147 23.841 1.491
H -14.615 29.037 -3.785
N -4.904 26.659 -1.453
H -14.910 18.465 4.964
C -20.251 19.071 -3.864
C -15.420 25.184 1.818
N -12.391 27.858 -3.098
H -20.413 21.831 -4.072
C -5.184 28.074 0.481
H -17.097 26.476 -2.553
H -12.219 23.447 9.133
F -9.931 25.145 2.503
O -12.023 24.289 8.716
C -19.909 21.500 -3.163
F -11.616 26.511 2.097
H -19.232 20.336 -1.011
H -8.293 30.452 -4.328
H -4.577 28.748 1.084
C -11.640 24.119 7.371
C -16.609 27.237 -3.162
H -20.167 22.248 -2.413
H -11.018 18.641 -3.090
H -6.700 29.891 -4.024
O -15.416 23.729 -0.472
H -2.351 26.320 -0.337
H -11.550 29.824 -1.498
H -20.331 22.441 3.722
H -12.777 20.699 -3.261
H -5.198 25.794 -1.023
C -10.841 20.844 -3.660
C -14.645 28.648 -2.767
H -8.998 21.228 -4.451
C -20.063 16.776 -4.270
C -15.812 17.985 4.585
H -10.573 24.298 7.232
H -2.452 25.873 2.509
H -15.458 17.048 4.156
H -5.948 28.717 0.042
N -13.129 24.362 0.325
O -10.044 23.111 -4.167
C -7.718 29.537 -4.185
H -20.980 19.239 -4.658
H -3.629 28.315 -0.860
O -12.674 23.699 2.864
O -16.566 18.611 3.616
H -12.480 20.928 -4.849
O -2.564 27.490 1.336
F -10.405 25.764 0.575
H -10.268 21.599 -5.529
C -4.228 27.496 -0.461
H -17.596 17.150 5.500
C -13.220 28.597 -2.154
O -20.647 17.761 -3.415
H -12.460 28.368 -3.968
O -15.226 27.378 -2.814
H -3.576 25.758 0.759
H -16.232 17.264 6.596
O -19.873 20.352 3.706
H -4.359 26.397 -2.262
H -8.977 24.836 -4.255
F -16.212 24.618 2.739
S -14.688 23.723 0.761
H -20.239 16.838 -5.344
H -17.033 18.795 6.036
H -12.461 30.444 -2.929
*
```

***

3.
Entry from the OMol25 dataset: a cluster of 3 separate species, C23H62N8O3P2 in total (ωB97M-V with the def2-TZVPD basis set).

The HOMO energy is -7.987 eV. The value obtained for the LUMO energy is 0.68 eV. For the total energy, the calculation gives -61496.69201 eV. The HOMO-LUMO gap comes out at 8.67 eV.

```
! RIJCOSX wB97M-V def2-TZVPD def2/J DEFGRID3
* xyz 0 1
C -6.346 2.135 3.757
H 1.583 -3.655 -7.034
H 1.167 4.618 -0.753
H 0.980 -0.225 -7.919
H -1.539 2.701 6.135
C 3.995 0.232 -0.292
H -1.191 -0.462 -0.239
H -2.013 1.087 -0.173
H -2.121 1.277 7.008
C 4.151 -2.631 1.484
C -4.353 -0.867 6.273
H -3.664 4.429 7.069
H 2.762 -4.052 -5.770
H -6.626 1.597 6.258
H -0.592 0.406 -7.394
H 0.861 -0.145 -0.280
H -0.409 0.612 2.240
C 0.608 -3.584 -3.740
H -3.811 -0.666 7.208
H 4.363 0.362 0.728
N 1.995 1.501 0.469
H 3.798 -4.559 0.544
H -1.505 -3.583 -4.994
H 0.422 1.908 -5.928
H 2.638 -1.479 -0.146
H -0.283 -1.316 -7.353
H 4.846 0.443 -0.950
H 5.539 -1.592 0.259
H 0.059 -3.176 -2.885
H 4.358 -2.015 -5.098
H -6.997 2.265 4.619
C -4.288 2.962 2.852
H 1.707 -4.622 1.110
O 3.036 3.766 -0.538
C -1.513 0.332 0.433
H -4.750 3.893 2.511
C -0.323 0.943 1.206
C -6.078 0.745 6.642
H -0.354 2.032 1.233
C -2.312 2.336 6.819
H -2.240 -0.111 1.111
P -3.979 1.421 4.982
H 2.091 -4.739 2.697
H 1.408 -0.294 1.376
H -6.791 -0.076 6.743
P 1.439 -1.392 -4.968
C 1.016 0.420 0.646
H -3.237 3.173 3.054
H -1.157 -2.540 -6.337
C 4.633 -2.176 0.091
H 1.450 2.336 0.298
H -5.018 4.121 6.001
C 2.529 -3.366 -6.589
H 4.653 2.585 -0.729
C 2.027 4.330 -1.358
H 4.211 -4.641 2.278
O 1.417 -0.967 -3.550
C 1.158 1.165 -5.617
H 2.081 1.334 -6.190
H -2.215 2.859 7.770
H 0.271 -4.608 -3.921
C 0.172 -0.347 -7.185
H 3.296 -3.478 -7.359
N 2.213 -4.180 1.865
H 3.654 2.636 -2.154
C 3.614 2.589 -1.060
N -4.968 2.500 4.058
H 3.323 -2.013 1.828
H 1.661 -3.631 -3.459
H 4.507 -1.658 -6.832
C 3.605 -1.215 -0.567
H 1.680 3.603 -2.096
C 3.894 -1.499 -5.945
H 2.426 5.210 -1.866
H -3.647 -1.258 5.542
C 3.655 -4.094 1.518
H -3.410 4.426 5.316
C 2.922 1.273 -0.628
C -0.990 -2.661 -5.268
N 2.509 -1.957 -6.190
H -5.715 1.007 7.645
H -5.092 -1.646 6.468
C -3.955 3.947 6.134
H 1.371 1.333 -4.563
H 4.835 -3.023 -0.562
N 0.625 -0.180 -5.818
O -3.284 0.647 3.931
H -6.735 2.810 2.992
H -1.472 -1.829 -4.739
H 3.901 -0.427 -5.731
N 0.427 -2.795 -4.954
N -5.012 0.327 5.752
H 3.563 -1.415 -1.638
H 4.953 -2.519 2.215
H 2.379 0.875 -1.502
N -3.675 2.516 6.272
H -4.325 2.229 2.040
H -6.448 1.107 3.389
*
```

***

4.
Entry from the OMol25 dataset: a cluster of 13 separate species, C23H62O13 in total (ωB97M-V with the def2-TZVPD basis set).

The HOMO energy is -9.413 eV. For the energy above the lowest of the compared OMol25 structures with the same formula, charge and spin, the calculation gives 12.3 kcal per mole. The value obtained for the LUMO energy is 0.58 eV. For the total energy, the calculation gives -51469.60085 eV. The HOMO-LUMO gap comes out at 10.00 eV.

```
! RIJCOSX wB97M-V def2-TZVPD def2/J DEFGRID3
* xyz 0 1
C 4.133 -0.125 -2.457
H -3.650 -1.738 -5.716
H 2.878 -0.273 0.219
H 4.128 1.257 -4.142
H 2.445 -2.487 3.437
H 0.291 4.929 0.130
H 4.419 2.429 0.718
H 1.122 -6.078 -1.749
H -3.983 0.089 0.975
C -3.389 -0.623 -3.811
H 0.329 0.413 2.425
H -0.480 1.528 4.152
C 0.728 -5.212 -2.320
C -0.817 -0.035 -0.931
H -0.331 -5.070 -2.084
H -3.253 1.711 0.881
H 4.399 0.376 1.743
O -1.976 -2.179 4.462
O 2.895 -0.779 1.056
C -0.925 -1.325 -0.085
H 1.442 -5.584 1.190
H 4.203 -0.530 -4.574
H -1.867 -1.431 0.433
H -0.359 1.946 -5.576
H -0.438 5.334 1.777
H -3.980 2.499 4.599
H 0.856 -5.289 -3.402
H -2.547 -4.052 3.605
H -3.701 -2.852 3.522
C -3.790 1.154 2.848
H 4.086 -1.087 2.650
C -4.048 -0.026 -2.623
H 0.180 3.706 1.204
H -0.234 -1.930 3.866
H 2.303 -0.836 3.738
H -0.002 3.058 3.296
H 0.443 1.096 -2.181
H -0.739 -2.273 -0.650
C -1.889 3.800 -0.933
C 0.292 2.024 3.486
O -2.199 -0.441 -4.031
H -5.155 -0.015 -2.730
H 1.199 1.972 4.058
C -4.161 -1.535 -4.783
H -5.011 -0.852 -4.993
O 3.768 0.607 -1.526
C -2.666 -2.977 3.457
H 0.583 3.679 -3.525
O 0.673 2.946 -4.149
H 4.229 4.112 1.442
H -3.884 -0.665 -1.803
C 0.295 0.047 -1.890
H 5.130 -2.187 -2.484
C 4.243 -1.680 -2.155
H 1.662 -4.038 -1.064
H 1.241 -0.477 -1.623
H 0.474 -4.090 1.636
H -2.703 2.764 3.423
H -0.125 -1.392 0.701
H 1.843 -4.538 2.568
O 2.369 -3.946 0.706
C 1.473 -4.514 1.583
C -1.742 4.314 0.482
C 1.711 -1.755 3.794
H 4.103 -1.744 -1.081
C -4.019 1.093 1.380
H -2.446 -1.327 4.371
O 1.418 -4.036 -1.983
H -1.246 2.260 -4.096
O 0.406 1.351 2.197
H 5.592 0.376 -3.949
O -2.713 4.496 1.175
C -0.582 2.699 -4.824
O -3.575 0.155 3.507
H -2.250 -2.787 2.520
H 3.229 -2.188 -2.386
H -2.934 3.826 -1.186
H 1.613 -1.915 4.879
H -4.888 1.714 1.178
O -1.712 0.784 -0.807
C 4.495 0.284 -3.876
H -1.070 3.589 -5.326
C -3.782 2.538 3.494
H -1.509 2.732 -1.106
H -4.741 -2.426 -4.317
H 4.953 -1.210 1.126
H 2.303 2.053 2.014
C 3.718 3.154 1.147
O 3.040 2.633 2.310
O 0.460 -1.658 3.251
H -0.014 -0.480 -2.771
H 2.968 3.467 0.372
C 4.203 -0.675 1.614
H 2.382 -2.981 0.917
H -1.445 4.506 -1.670
H -3.660 0.931 -2.311
H -4.363 3.279 3.004
C -0.351 4.637 0.956
*
```